Record 1
ORCA calculation (wB97M-V/def2-TZVPD) on a molecular structure, C18H31F9FeNO11S3 at a distorted geometry.

Each line ends with the Mulliken charge.
Atoms and positions in Å:
Fe 11.8202 -13.0416 -23.6138  1.5640
C 15.0129 -15.5096 -22.5672  -1.5171
C 14.2042 -15.3012 -23.8407  0.2147
C 13.8594 -16.6740 -24.4404  -1.2250
O 13.0697 -14.5601 -23.6616  -0.5312
H 15.0444 -14.6106 -21.9427  0.2854
H 16.0715 -15.6920 -22.7829  0.3934
H 14.5996 -16.3107 -21.9471  0.3538
H 14.8471 -14.8410 -24.6205  0.1433
H 14.7176 -17.3511 -24.5271  0.4270
H 13.5051 -16.5583 -25.4722  0.2607
H 13.0632 -17.1680 -23.8758  0.1664
C 14.4984 -10.2706 -25.3867  0.6662
F 15.1452 -9.1362 -25.6975  -0.2361
F 13.7444 -10.5994 -26.4429  -0.2093
F 15.4045 -11.2397 -25.1982  -0.2484
S 13.4792 -10.0174 -23.8809  1.1819
O 12.8546 -11.3372 -23.7587  -1.0760
O 14.4498 -9.7426 -22.8566  -0.7729
O 12.5907 -8.9566 -24.2281  -0.7270
C 8.1903 -11.0648 -21.4139  0.6167
F 7.0205 -10.6107 -21.8213  -0.2272
F 8.4047 -10.6112 -20.1768  -0.2425
F 8.1632 -12.4067 -21.3543  -0.1584
S 9.6580 -10.5206 -22.4893  1.0496
O 10.6100 -10.0515 -21.5379  -0.6831
O 10.0278 -11.6851 -23.2646  -0.5810
N 9.1465 -9.3031 -23.3857  -0.5498
S 8.1383 -9.6942 -24.5654  1.1274
O 8.6872 -9.3419 -25.8485  -0.6512
O 7.4331 -10.9502 -24.5105  -0.5700
C 6.8365 -8.3808 -24.3309  0.4797
F 7.2275 -7.2084 -24.8182  -0.2133
F 5.7081 -8.7553 -24.9260  -0.2324
F 6.5567 -8.2183 -23.0231  -0.2386
C 7.9002 -15.3970 -23.8209  -0.6301
C 8.9863 -16.4731 -23.5928  -0.7454
C 10.2876 -15.7860 -24.0238  -0.4740
O 10.0175 -14.3815 -23.9577  1.4384
C 8.6594 -14.1770 -24.3426  -0.4205
H 7.3844 -15.1588 -22.8878  0.2277
H 7.1164 -15.7029 -24.5141  0.3905
H 8.7793 -17.3510 -24.2065  0.3257
H 8.9990 -16.7913 -22.5516  0.2691
H 10.5227 -16.0358 -25.0637  0.4035
H 11.0986 -16.0325 -23.3498  -0.1350
H 8.6091 -14.1455 -25.4390  0.2774
H 8.3131 -13.2337 -23.9475  -0.1829
C 10.7198 -13.6967 -19.3739  -0.6417
C 12.1010 -12.9758 -19.2581  -0.6029
C 12.6598 -13.0047 -20.6914  -0.4313
O 11.5405 -13.3005 -21.5368  1.1340
C 10.7065 -14.1932 -20.8190  -0.3412
H 9.9589 -12.9261 -19.2643  0.1065
H 10.6281 -14.5124 -18.6631  0.4083
H 12.7288 -13.5194 -18.5528  0.2942
H 11.9915 -11.9421 -18.9431  0.3007
H 13.4486 -13.7392 -20.8613  -0.1113
H 13.0461 -12.0244 -20.9679  0.1625
H 11.0577 -15.2314 -20.9238  0.3321
H 9.7073 -14.1991 -21.2511  -0.1675
C 11.0624 -14.0038 -27.6626  -0.3257
C 10.4177 -12.6387 -27.8059  -0.8510
C 10.7252 -11.9884 -26.4278  0.3450
O 11.7030 -12.8161 -25.8213  -0.1466
C 12.2661 -13.6775 -26.8000  -0.0599
H 11.2766 -14.5150 -28.6063  0.4677
H 10.4121 -14.7116 -27.1357  -0.0739
H 9.3627 -12.6489 -28.0755  0.3564
H 10.9094 -12.0206 -28.5621  0.3530
H 9.8256 -11.9542 -25.8147  -0.5710
H 11.0031 -10.9432 -26.5689  0.2973
H 12.7215 -14.5419 -26.3222  -0.3222
H 13.0390 -13.1614 -27.3828  0.3041

* gap between HOMO and LUMO (spin up / spin down): 8.40 / 7.70 eV
* total charge: -1
* ΔE to the lowest compared entry with this formula, charge and spin: 0.0 kcal/mol
* spin multiplicity: 5
* maximum force: 1.77 eV/Å
* HOMO energy (spin up / spin down): -6.061 / -5.360 eV

Record 2
ORCA calculation (wB97M-V/def2-TZVPD) on a single C5H8OS2 molecule at a distorted geometry.

Each line ends with the Mulliken charge.
Atoms and positions in Å:
C 1.4839 -0.8783 -0.5948  -0.4488
C 1.0864 0.9794 0.7805  -0.4404
C -1.3974 0.5608 -0.4016  -0.2791
C -2.2469 -0.1333 0.6438  -0.7833
C -1.3003 -0.8779 -0.4140  -0.2005
H 1.0042 -0.5772 -1.5167  0.3844
H 2.2048 -1.7161 -0.6592  0.3439
H 0.4915 0.3107 1.3257  0.2561
H 1.6916 1.6344 1.5219  0.3214
H -1.8895 0.9762 -1.1133  0.4300
H -1.6832 -0.0745 1.5280  0.2939
H -3.2180 -0.0175 0.5464  0.3944
H -1.8256 -1.4895 -1.1340  0.3649
O 2.1180 0.2095 0.0852  -0.3705
S -0.0846 1.8033 -0.2793  -0.0923
S 0.1175 -1.7175 0.2003  -0.1741

* gap between HOMO and LUMO: 9.78 eV
* ΔE to the lowest compared entry with this formula, charge and spin: 67.5 kcal/mol
* maximum force: 7.02 eV/Å
* HOMO energy: -9.038 eV
* SMILES string: C1OCS[C@@H]2C[C@@H]2S1

Record 3
ORCA calculation (wB97M-V/def2-TZVPD) on a molecular structure, C19H22O3 at a distorted geometry.

Each line ends with the Mulliken charge.
Atoms and positions in Å:
C 3.0670 -3.4795 1.5126  -1.2789
C 2.4245 -2.9429 0.1243  0.9882
C 1.1168 -3.3690 -0.2652  -0.9265
C 0.5746 -2.9995 -1.5478  -0.5736
H 1.4049 -2.9294 -2.5225  0.2049
H -0.0839 -3.8083 -1.7190  0.3745
C 0.1060 -1.6880 -1.2558  -0.6899
C -1.1462 -1.6550 -0.4591  0.8080
C -0.9453 -1.1746 0.7786  -0.7591
C 0.3482 -0.4335 1.3823  -0.6978
H 0.0131 -0.2144 2.4188  0.5752
H 1.0752 -1.3782 1.3653  -0.0824
O 1.0253 0.6207 0.4200  -0.3889
C 0.1337 1.6285 0.3817  0.8443
C -1.0127 1.9677 0.7592  0.5602
C -1.5311 3.1453 0.7253  -0.3553
C -0.8471 4.2376 -0.1876  1.1819
C 0.3407 3.7836 -0.7083  -0.9591
C 0.7008 2.6244 -0.5544  -0.6198
H 1.7953 2.2663 -0.8082  0.1946
H 0.7756 4.4662 -1.5223  0.2503
C -1.6566 5.2127 -0.3068  -0.2311
C -2.9341 5.5415 0.1796  -0.4692
C -3.4750 4.5400 1.1482  0.4526
O -4.7204 4.6835 1.2975  -0.6675
O -2.8682 3.5075 1.1745  -0.3153
H -3.2335 6.6236 -0.0465  0.2959
H -1.3397 6.0522 -1.1160  0.0828
H -1.4678 1.2299 1.6303  -0.0474
H -1.7272 -1.1046 1.6576  0.2062
C -2.5551 -2.2581 -0.7683  -1.6314
H -2.2990 -3.2450 -1.2207  0.2995
H -2.9364 -1.6230 -1.5100  0.3986
H -3.0216 -2.1814 0.0743  0.5284
H 0.7912 -0.9421 -1.1920  0.9418
H -0.7107 -1.4750 -2.3071  0.1214
H 0.6658 -4.0738 0.2376  0.7549
C 3.3846 -2.1850 -0.4173  -1.4207
H 3.2094 -1.1759 -0.3296  0.3530
H 4.3740 -2.5969 -0.4464  0.4386
H 3.1853 -2.1040 -1.5852  0.2758
H 2.3963 -4.2497 2.2468  0.2216
H 3.4972 -2.7220 2.0211  0.4550
H 4.1062 -4.1224 1.2604  0.3060

* gap between HOMO and LUMO: 7.44 eV
* ΔE to the lowest compared entry with this formula, charge and spin: 331.1 kcal/mol
* maximum force: 13.13 eV/Å
* HOMO energy: -7.822 eV